39
Properties=species:S:1:pos:R:3:forces:R:3 method="wB97M-V/def2-TZVPD" charge=+1 homo_ev=-12.05 e_lumo_ev=-5.08
C 2.8907 2.0177 1.4033 -1.528 0.395 -0.471
P 2.5071 0.6442 0.1626 1.350 -1.493 0.748
O 3.1272 1.1127 -1.3177 -0.673 0.334 1.532
C 0.6252 0.6272 0.0996 -3.521 1.746 -1.033
C -0.2008 -0.4593 0.7095 1.919 1.192 -1.207
N -1.5300 -0.4911 0.7158 1.578 -0.087 0.125
N -2.1388 0.5183 0.1524 -0.883 1.932 -1.119
C -1.6270 1.5930 -0.4832 2.841 -0.135 0.208
C -0.1596 1.7109 -0.5425 -0.049 -2.047 1.219
N 0.4634 2.8314 -1.1691 -0.699 -0.784 0.368
H 3.7525 1.7625 2.0567 -0.440 0.154 -0.868
H 2.9743 2.9975 0.8756 0.327 -0.683 0.519
H 1.9774 2.0867 2.0574 0.929 -0.049 -0.552
H 3.6236 0.3660 -1.7046 -0.338 0.286 0.136
H 0.3817 -1.2782 1.1960 -1.016 0.515 -0.431
H -3.1656 0.4943 0.1945 0.516 -0.321 0.137
H -2.2748 2.3842 -0.9190 0.303 -0.915 0.476
H 0.7412 3.5367 -0.4849 -0.103 -0.144 -0.374
H 1.2504 2.5392 -1.7508 -0.056 0.156 0.388
C 2.3783 -0.6355 -4.5529 -0.127 -0.185 -0.175
Cl 1.8619 0.8795 -3.8021 -0.403 -0.029 -0.613
Cl 4.0189 -1.0660 -4.0522 -0.016 -0.032 0.059
H 1.6984 -1.4276 -4.2521 0.085 0.086 0.072
H 2.3563 -0.5196 -5.6327 0.101 0.089 0.108
C 0.5545 1.1679 4.8773 0.076 0.112 0.503
Cl -0.2760 0.1839 6.0800 0.073 0.088 -0.079
Cl 0.1684 0.6310 3.2291 -0.053 0.172 0.378
H 0.2433 2.2027 4.9907 -0.084 -0.116 -0.101
H 1.6269 1.0841 5.0310 -0.090 -0.117 -0.104
C -2.6474 -3.4356 1.8850 0.050 0.082 0.135
Cl -3.7004 -4.1654 0.6654 -0.084 0.088 -0.037
Cl -1.2845 -4.4900 2.2759 0.032 0.102 0.028
H -2.2628 -2.4987 1.4954 -0.055 -0.203 0.014
H -3.2248 -3.2554 2.7878 0.010 -0.158 -0.074
C -3.0186 -2.0274 -2.2790 -0.181 -0.128 -0.053
Cl -1.3226 -2.0863 -2.7786 0.102 0.040 0.168
Cl -3.9976 -1.1103 -3.4276 -0.021 0.051 0.104
H -3.4023 -3.0417 -2.2175 0.086 0.088 -0.062
H -3.0812 -1.5512 -1.3057 0.039 -0.084 -0.074

=====

30
Properties=species:S:1:pos:R:3:forces:R:3 method="wB97M-V/def2-TZVPD" charge=-1 homo_ev=-2.88 e_lumo_ev=2.87
C 3.4275 -1.2447 1.1676 -0.089 -0.300 -0.003
C 3.6961 -1.0641 -0.3260 -0.190 0.148 -0.203
C 3.3732 0.3680 -0.8593 0.255 0.592 2.566
Cl 2.9204 0.0238 -2.7531 -0.119 -0.215 -1.296
N 2.4950 1.1505 -0.1992 -0.028 -0.126 -1.008
C 1.1927 0.5762 -0.0360 0.041 0.097 0.554
C 0.1113 1.6509 0.0282 -0.426 -0.319 0.254
C -1.1481 1.1555 0.7358 -0.018 0.035 -0.211
C -1.9885 0.2232 -0.1165 -0.159 0.087 0.208
O -3.2775 0.8438 -0.4032 -0.096 -0.392 -0.082
C -4.1843 -0.0637 -0.8554 -0.527 -0.133 -2.214
C -4.9914 -0.7426 0.2195 0.334 -0.110 -0.318
O -4.3700 -0.2780 -2.0513 0.455 0.477 2.220
H 4.2576 -1.7289 1.6730 0.253 -0.060 0.100
H 2.5678 -1.8908 1.3171 -0.241 -0.051 0.121
H 3.2215 -0.3025 1.6564 0.026 0.304 0.054
H 3.1460 -1.8061 -0.8917 -0.102 -0.165 -0.117
H 4.7506 -1.2454 -0.5107 0.211 -0.069 -0.262
H 4.3087 0.9100 -0.9531 0.174 0.061 -0.410
H 0.9211 -0.1340 -0.8269 0.062 -0.162 -0.210
H 1.1107 0.0099 0.9119 -0.063 -0.159 0.098
H -0.1789 1.9558 -0.9734 0.151 0.270 -0.257
H 0.4946 2.5142 0.5572 0.269 0.214 0.060
H -0.8789 0.6234 1.6422 0.197 -0.071 0.274
H -1.7799 1.9798 1.0510 -0.182 0.214 -0.046
H -1.5102 -0.0212 -1.0566 0.122 0.023 -0.273
H -2.1778 -0.7050 0.4166 -0.082 -0.265 0.058
H -5.7058 -1.4031 -0.2443 -0.284 -0.114 -0.097
H -4.3241 -1.3408 0.8296 0.142 -0.037 0.269
H -5.4793 -0.0143 0.8506 -0.087 0.224 0.171

=====

39
Properties=species:S:1:pos:R:3:forces:R:3 method="wB97M-V/def2-TZVPD" multiplicity=2 homo_ev="-8.19 / -7.91" s2=0.7589 e_lumo_ev="-0.55 / -2.15"
Cu -0.5437 -12.2344 -5.4953 0.743 0.223 1.087
O 1.6934 -11.4438 -5.8913 0.370 -2.118 2.715
C 2.3918 -12.1994 -4.8749 -0.862 1.000 -0.244
C 1.7121 -12.8052 -3.4958 -2.726 0.325 -0.488
O 0.2948 -12.7762 -3.3328 1.826 0.692 -2.243
H 3.2874 -11.6567 -4.5726 0.144 0.410 -0.162
H 2.8057 -13.1150 -5.2973 -0.280 -0.248 -0.731
H 2.2020 -12.2725 -2.6808 0.189 0.579 0.098
H 2.0655 -13.8312 -3.3937 0.224 -0.310 -0.288
C -2.6185 -15.9202 -7.6396 2.065 -0.083 -0.932
N -2.1547 -14.4950 -7.7237 -2.871 1.712 -0.877
O -2.9889 -13.7215 -8.2499 1.900 -1.319 1.070
O -1.0803 -14.1577 -7.2800 0.138 -0.078 0.188
H -2.8073 -16.1869 -8.6795 -1.029 0.116 0.252
H -3.4046 -16.0374 -6.8936 0.160 0.061 -0.380
H -1.6878 -16.4639 -7.4778 -0.296 -0.211 0.907
O -1.9615 -10.2211 -5.9769 0.255 0.742 -0.343
C -1.8158 -9.1142 -6.4644 -1.558 -1.687 -0.685
O -2.6898 -8.6835 -7.4700 1.459 -0.404 1.704
C -2.2405 -7.3896 -7.9700 -0.369 -1.013 0.831
C -0.8042 -7.2906 -7.4928 1.097 0.954 0.544
C -0.7279 -8.1346 -6.1993 -0.106 -0.117 -0.877
H -2.8424 -6.6379 -7.4593 -0.179 0.144 -0.398
H -2.4499 -7.4768 -9.0362 0.359 0.614 0.069
H -0.5219 -6.2690 -7.2380 -0.120 0.137 -0.316
H -0.0729 -7.6333 -8.2248 -0.167 -0.212 -0.020
H -0.8898 -7.6334 -5.2450 -0.337 0.336 -0.202
H 0.2080 -8.6771 -6.0651 0.000 -0.045 -0.233
C 0.3862 -9.1839 -2.9618 1.253 -0.274 0.887
C 0.7977 -9.3870 -1.4350 0.338 -0.162 -1.254
O 0.2004 -8.3067 -0.6984 -1.194 1.460 -0.656
S -0.6422 -7.2566 -1.6904 -1.984 -1.808 0.353
O 0.2157 -6.1772 -2.0937 -0.593 -0.998 0.292
O -2.0234 -6.9834 -1.2374 3.784 -0.748 -0.790
O -0.7870 -8.4298 -2.8508 -0.992 1.879 0.202
H 0.2191 -10.0876 -3.5479 -0.579 -0.389 0.711
H 1.1236 -8.6700 -3.5784 0.328 0.546 0.454
H 1.8707 -9.3309 -1.2515 -0.009 0.071 -0.294
H 0.4511 -10.3522 -1.0657 -0.380 0.223 0.050

=====

33
Properties=species:S:1:pos:R:3:forces:R:3 method="wB97M-V/def2-TZVPD" multiplicity=2 charge=+3 homo_ev="-21.47 / -21.48" s2=0.8193 e_lumo_ev="-13.27 / -12.79" e_above_lowest_kj_mol=0.0
V 0.0308 -0.0319 -0.0870 -0.550 0.419 0.482
C -1.1968 2.1486 -2.2428 -0.018 0.047 -0.023
C -2.5033 1.5953 -1.7060 0.090 0.138 0.072
S -2.2678 0.0062 -0.8428 -0.104 -0.088 -0.393
C -2.1881 -1.1911 -2.2268 -0.023 -0.019 0.006
C -1.6125 -2.4944 -1.7028 -0.192 0.098 0.078
S -0.0037 -2.2256 -0.8841 0.082 -0.376 -0.392
C 1.2111 -2.1874 -2.2591 0.079 -0.028 -0.028
C 2.5048 -1.5979 -1.7267 -0.092 -0.160 0.100
S 2.2192 -0.0015 -0.8894 0.436 0.110 -0.383
C 2.1696 1.2323 -2.2476 0.029 0.112 -0.047
C 1.5878 2.5204 -1.6943 0.123 -0.122 0.112
S -0.0082 2.2464 -0.8555 -0.171 0.156 -0.432
H -1.3429 3.1635 -2.6186 0.037 0.007 0.008
H -0.7786 1.5363 -3.0422 0.000 0.007 -0.003
H -3.2285 1.4437 -2.5070 -0.027 -0.053 0.023
H -2.9567 2.2652 -0.9734 -0.020 -0.035 0.022
H -1.5915 -0.7709 -3.0370 -0.018 0.002 -0.010
H -3.2080 -1.3471 -2.5846 -0.008 0.028 0.009
H -1.4694 -3.2222 -2.5032 0.064 -0.025 0.022
H -2.2559 -2.9516 -0.9489 0.044 -0.027 0.020
H 0.7937 -1.6072 -3.0820 -0.011 -0.017 -0.003
H 1.3680 -3.2151 -2.5923 -0.037 -0.012 0.027
H 3.2326 -1.4430 -2.5249 0.016 0.055 0.014
H 2.9678 -2.2425 -0.9774 0.027 0.032 0.008
H 1.5851 0.8258 -3.0727 0.013 -0.017 0.003
H 3.1964 1.3895 -2.5838 0.013 -0.045 0.028
H 1.4368 3.2557 -2.4864 -0.043 0.024 0.016
H 2.2401 2.9715 -0.9446 -0.025 0.020 0.012
F -1.1890 -0.4094 1.9138 0.118 0.001 -0.222
C 0.1247 -0.1107 1.8748 0.114 -0.076 1.180
F 0.2689 1.2262 1.9313 0.016 -0.113 -0.198
H 0.7337 -0.6610 2.5957 0.041 -0.041 -0.107

=====

39
Properties=species:S:1:pos:R:3:forces:R:3 method="wB97M-V/def2-TZVPD" charge=-1 homo_ev=-3.95 e_lumo_ev=1.99
N -3.5477 -2.5967 -2.3141 -0.839 -0.894 0.822
S -4.5254 -1.5908 -2.8931 1.367 0.571 -0.902
O -4.7494 -0.3787 -2.1366 -0.654 0.099 0.409
O -4.3152 -1.3368 -4.3162 -0.459 -0.064 -0.232
C -6.1912 -2.4136 -2.8343 0.208 0.950 0.088
F -7.0208 -1.6908 -3.6180 -0.117 -0.270 -0.126
F -6.7375 -2.3723 -1.6051 0.078 -0.456 0.064
F -6.1964 -3.6707 -3.2756 -0.126 -0.143 0.064
H -2.6652 -2.4782 -2.7785 0.174 -0.031 -0.212
C 1.8455 -1.9169 -1.8253 -0.028 0.096 -0.067
C 2.2591 -0.4433 -1.9457 0.046 -0.038 0.046
C 0.9731 0.3907 -1.9930 0.406 0.098 -0.106
S -0.2706 -0.5483 -1.0918 0.075 -0.005 0.162
O -1.2947 -0.9554 -2.0062 0.262 0.290 0.029
O -0.5759 0.1296 0.1446 -0.113 0.029 -0.018
C 0.7729 -1.9608 -0.7421 0.288 -0.226 -0.023
H 2.6924 -2.5553 -1.5742 -0.001 -0.002 -0.001
H 1.4299 -2.2645 -2.7739 -0.029 -0.035 0.024
H 2.8489 -0.1586 -1.0730 -0.049 0.002 0.029
H 2.8732 -0.2672 -2.8292 -0.023 -0.002 -0.015
H 1.0981 1.3601 -1.5172 -0.127 -0.004 0.046
H 0.6118 0.5192 -3.0114 -0.138 -0.051 0.036
H 0.1702 -2.8660 -0.7608 -0.158 0.101 0.013
H 1.2065 -1.8151 0.2473 -0.025 0.058 0.004
C 1.0473 3.0499 3.1220 -0.045 -0.126 -0.033
C 1.1602 2.0364 4.2681 0.031 0.075 -0.013
C 1.9915 0.8551 3.7532 -0.265 -0.025 0.288
S 3.0814 1.5219 2.4902 -0.154 0.215 0.335
O 2.7112 0.9489 1.2244 0.247 -0.154 -0.246
O 4.4439 1.4988 2.9619 0.066 -0.117 -0.191
C 2.4563 3.1968 2.5542 -0.253 0.231 0.071
H 0.6548 4.0064 3.4642 0.003 0.007 -0.007
H 0.3744 2.6638 2.3534 0.017 0.008 -0.021
H 1.6656 2.5006 5.1182 0.023 0.002 -0.015
H 0.1813 1.7053 4.6104 -0.001 -0.022 -0.017
H 2.5954 0.4034 4.5359 0.102 -0.051 -0.099
H 1.3654 0.0987 3.2833 0.052 0.033 -0.130
H 2.4794 3.6312 1.5576 0.103 -0.107 -0.047
H 3.1004 3.7634 3.2264 0.054 -0.043 -0.008

=====

38
Properties=species:S:1:pos:R:3:forces:R:3 method="wB97M-V/def2-TZVPD" charge=-1 homo_ev=-5.26 e_lumo_ev=1.12
C -4.0181 -0.5092 2.1131 0.576 -0.410 -0.146
C -2.7937 0.0635 1.8483 -0.471 -0.054 0.144
C -2.2065 0.2677 0.4610 0.265 -1.897 0.966
O -1.2618 1.3403 0.5578 0.262 -1.593 -0.447
P 0.1311 1.2081 -0.2170 1.034 2.916 -1.299
O 0.5075 2.5054 -0.7587 0.100 0.123 0.367
O -0.0355 0.1367 -1.3913 -0.265 -0.712 1.116
O 1.3021 0.7118 0.7667 -1.141 -0.840 0.339
C 0.9657 -0.0843 1.9290 0.044 -0.448 0.248
C 2.1972 -0.0578 2.8208 -0.066 0.866 -0.089
C 0.4427 -1.4936 1.5654 0.349 -0.196 0.083
C 1.2868 -2.6801 2.0391 -0.614 -0.177 0.360
C 0.6859 -3.9834 1.5153 -0.116 0.152 0.052
H -4.8936 0.0449 2.4374 0.580 -0.207 2.040
H -4.1618 -1.5805 1.9682 -0.690 0.341 -2.028
H -2.1589 0.4197 2.6609 -0.847 1.959 -0.162
H -3.0236 0.5285 -0.2001 0.101 0.348 -0.102
H -1.7702 -0.6612 0.0792 0.199 0.182 -0.281
H 0.8426 -0.2184 -1.5782 -0.009 -0.035 -0.400
H 0.1704 0.4243 2.4759 -0.067 0.175 -0.166
H 2.1742 -0.7914 3.6193 0.049 -0.217 -0.113
H 2.2277 0.9216 3.3000 0.078 0.043 0.002
H 3.0974 -0.1116 2.2121 0.082 -0.400 0.071
H 0.2873 -1.6021 0.4911 0.098 0.239 -0.087
H -0.5454 -1.6188 2.0152 -0.076 0.010 -0.032
H 2.3479 -2.5795 1.8202 0.005 0.043 -0.250
H 1.1853 -2.7236 3.1264 0.332 0.034 0.086
H 1.3005 -4.8507 1.7467 0.088 -0.028 -0.081
H -0.2828 -4.1384 1.9941 -0.056 -0.051 -0.014
H 0.4921 -3.9374 0.4436 0.189 -0.096 -0.091
C 0.7235 3.2851 -4.3919 0.020 0.016 0.130
F 0.4338 4.5642 -4.0987 -0.034 0.059 -0.069
F 1.9476 3.0389 -3.8919 0.070 -0.051 -0.055
F -0.1417 2.5177 -3.7136 -0.084 -0.078 -0.070
S 0.6461 2.9550 -6.2066 0.011 -0.010 -0.138
O 1.6380 3.8637 -6.7417 0.033 0.022 0.026
O -0.7278 3.2759 -6.5319 -0.038 0.005 0.037
O 0.9882 1.5488 -6.2855 0.010 -0.033 0.053

=====

It is found that the molar mass values, taken in the order of the records, are 497.85; 206.69; 394.85; 342.44; 388.43; 357.26 g mol⁻¹.
It is found that the maximum force values, taken in the order of the records, are 0.0790; 0.0515; 0.0766; 0.0231; 0.0337; 0.0653 hartree/bohr.